# C3H5NO2S

C3H5NO2S in the gas phase (ωB97M-V/def2-TZVPD, OMol25).

Cartesian coordinates (Å):
N: -0.176 1.782 -0.062
C: -0.374 0.450 0.010
C: -0.414 -0.456 0.977
O: 0.006 -0.282 2.321
O: -0.527 -1.761 0.634
C: 0.074 -1.822 -0.595
S: -0.439 -0.448 -1.646
H: -0.906 2.305 -0.428
H: 0.806 1.965 -0.570
H: 0.427 -1.129 2.450
H: 1.153 -1.751 -0.470
H: -0.126 -2.832 -1.046

## Properties
Total energy   -19610.1546 eV
Molar mass   119.14 g/mol
SMILES   NC1=C(O)OCS1
Relative energy (zero: lowest compared OMol25 entry of this formula, charge and spin)   54.3 kcal per mole
LUMO level   0.6896 eV

Results of the Löwdin charge analysis, in e, for atoms 1 through 6:
1. N 0.023
2. C -0.538
3. C -0.381
4. O 0.082
5. O -0.055
6. C -0.535

---

# C3H5NO2S

2 unconnected molecules or ions with the total composition C3H5NO2S (ωB97M-V/def2-TZVPD, OMol25).

Cartesian coordinates (Å):
C: 1.156 -0.049 -0.136
C: -0.906 -1.299 0.230
C: -1.056 0.237 0.044
N: 0.299 0.817 -0.066
O: 3.815 1.081 0.018
O: -1.792 0.469 -1.089
S: 0.894 -1.708 -0.012
H: -1.203 -1.630 1.222
H: -1.488 -1.817 -0.530
H: -1.500 0.710 0.935
H: 3.615 1.771 0.651
H: -1.834 1.418 -1.265

## Properties
Total energy   -19607.1367 eV
2S+1   3
Molar mass   119.14 g/mol
⟨S²⟩   2.008
Relative energy (zero: lowest compared OMol25 entry of this formula, charge and spin)   18.3 kcal per mole
LUMO level (spin up / spin down)   0.7823 / -1.9740 eV

Results of the Löwdin charge analysis, in e, for atoms 1 through 6:
1. C -0.496
2. C -0.344
3. C -0.486
4. N 0.019
5. O 0.008
6. O 0.001

---

# C3H5NO2S2

2 unconnected molecules or ions with the total composition C3H5NO2S2 (ωB97M-V/def2-TZVPD, OMol25).

Cartesian coordinates (Å):
C: -0.428 -1.432 -0.105
C: 2.170 1.598 -0.485
C: -1.185 -2.442 0.103
N: 0.224 -0.350 -0.090
O: -1.613 1.250 1.722
O: -2.742 0.150 -0.197
S: 1.606 0.222 0.641
S: -1.688 1.038 0.283
H: 2.685 2.249 0.168
H: 1.355 2.229 -0.885
H: 2.748 1.219 -1.198
H: -0.991 -3.371 -0.596
H: -2.141 -2.361 0.639

## Properties
Total energy   -30444.3877 eV
Molar mass   151.21 g/mol
Relative energy (zero: lowest compared OMol25 entry of this formula, charge and spin)   85.8 kcal per mole
LUMO level   -0.4032 eV

Results of the Löwdin charge analysis, in e, for atoms 1 through 6:
1. C -0.296
2. C -0.313
3. C 0.007
4. N -0.457
5. O -0.435
6. O -0.443

---

# C3H5NO3

C3H5NO3 in the gas phase (ωB97M-V/def2-TZVPD, OMol25).

Cartesian coordinates (Å):
C: -1.097 -1.008 -0.524
C: 0.129 0.209 -0.173
N: 1.460 -0.393 0.066
O: 2.306 0.424 0.034
O: 1.544 -1.590 0.324
C: -0.085 1.365 0.635
O: 0.198 1.495 -0.648
H: -1.234 -1.814 0.184
H: -0.847 -1.531 -1.528
H: -2.047 -0.471 -0.784
H: -1.032 1.708 1.104
H: 0.706 1.607 1.309

## Properties
Total energy   -10819.1991 eV
Molar mass   103.08 g/mol
SMILES   C[C@]1([N+](=O)[O-])CO1
Relative energy (zero: lowest compared OMol25 entry of this formula, charge and spin)   149.6 kcal per mole
LUMO level   0.3087 eV

Results of the Löwdin charge analysis, in e, for atoms 1 through 6:
1. C 0.049
2. C -0.309
3. N -0.353
4. O 0.131
5. O 0.083
6. C -0.157

---

# C3H5NO3

C3H5NO3 in the gas phase (ωB97M-V/def2-TZVPD, OMol25).

Cartesian coordinates (Å):
N: -1.688 -0.753 0.238
C: -0.528 -0.414 0.879
O: -0.024 -1.065 1.770
C: 0.065 0.932 0.456
O: 1.432 0.786 0.057
C: 1.591 0.082 -1.065
O: 0.694 -0.407 -1.705
H: -1.765 -0.489 -0.734
H: -2.022 -1.685 0.449
H: -0.499 1.406 -0.352
H: 0.090 1.587 1.328
H: 2.656 0.019 -1.320

## Properties
Total energy   -10824.9835 eV
Molar mass   103.08 g/mol
SMILES   NC(=O)COC=O
Relative energy (zero: lowest compared OMol25 entry of this formula, charge and spin)   16.2 kcal per mole
LUMO level   0.8501 eV

Results of the Löwdin charge analysis, in e, for atoms 1 through 6:
1. N 0.161
2. C -0.524
3. O 0.078
4. C -0.089
5. O -0.003
6. C -0.328

---

# C3H5NO3

C3H5NO3 in the gas phase (ωB97M-V/def2-TZVPD, OMol25).

Cartesian coordinates (Å):
N: 1.330 1.178 -0.223
C: 0.466 0.792 0.759
O: 0.054 1.526 1.636
C: 0.077 -0.691 0.723
O: -1.242 -0.870 0.181
C: -1.342 -0.770 -1.143
O: -0.438 -0.517 -1.903
H: 1.328 0.651 -1.087
H: 1.498 2.172 -0.293
H: 0.788 -1.292 0.149
H: 0.012 -1.049 1.749
H: -2.379 -0.961 -1.446

## Properties
Total energy   -10825.0028 eV
Molar mass   103.08 g/mol
SMILES   NC(=O)COC=O
Relative energy (zero: lowest compared OMol25 entry of this formula, charge and spin)   15.8 kcal per mole
LUMO level   0.8271 eV

Results of the Löwdin charge analysis, in e, for atoms 1 through 6:
1. N 0.168
2. C -0.510
3. O 0.068
4. C -0.078
5. O -0.001
6. C -0.328

---

# C3H5NO3

C3H5NO3 in the gas phase (ωB97M-V/def2-TZVPD, OMol25).

Cartesian coordinates (Å):
C: 1.541 -0.439 -0.114
C: -0.969 -0.245 -0.066
C: -0.317 1.285 -0.009
O: -1.568 0.925 -0.642
O: -1.528 -1.427 -0.013
N: 0.314 0.107 -0.676
O: -0.641 0.566 1.174
H: -2.429 -1.353 0.326
H: 0.040 2.305 0.012
H: 1.626 -1.474 -0.451
H: 1.563 -0.398 0.988
H: 2.369 0.148 -0.529

## Properties
Total energy   -10821.0333 eV
Molar mass   103.08 g/mol
Relative energy (zero: lowest compared OMol25 entry of this formula, charge and spin)   107.3 kcal per mole
LUMO level   0.7288 eV

Results of the Löwdin charge analysis, in e, for atoms 1 through 6:
1. C -0.065
2. C -0.572
3. C -0.257
4. O 0.076
5. O 0.192
6. N 0.007

---

# C3H5NO3

A molecular structure, C3H5NO3 (ωB97M-V/def2-TZVPD, OMol25).

Cartesian coordinates (Å):
C: -0.609 -0.786 -0.813
C: 0.324 0.344 -1.071
C: 0.924 1.324 0.072
H: -2.310 -2.504 0.920
H: -0.545 -1.443 -1.600
H: 0.281 0.935 -2.059
H: 1.139 -0.718 -1.357
H: -0.249 0.326 1.237
N: -0.911 -1.222 0.297
O: -1.552 -2.374 0.125
O: 0.201 1.158 1.311
O: 1.880 2.050 0.020

## Properties
Total energy   -10820.4245 eV
Molar mass   103.08 g/mol
Relative energy (zero: lowest compared OMol25 entry of this formula, charge and spin)   121.4 kcal per mole
LUMO level   0.3541 eV

Results of the Löwdin charge analysis, in e, for atoms 1 through 6:
1. C -0.241
2. C -0.023
3. C -0.409
4. H 0.211
5. H 0.097
6. H 0.137

---

# C3H5NO3

2 unconnected molecules or ions with the total composition C3H5NO3 (ωB97M-V/def2-TZVPD, OMol25).

Cartesian coordinates (Å):
C: -1.082 1.201 0.248
C: -1.101 0.034 -0.333
C: -0.883 -0.814 -1.516
O: -1.408 -1.285 -0.259
H: -1.310 1.384 1.314
H: -0.473 2.001 -0.284
H: -1.684 -0.748 -2.243
H: 0.157 -1.043 -1.708
O: 1.987 -1.514 0.397
N: 2.024 -0.377 0.517
O: 1.831 0.084 1.953
H: 1.941 1.077 1.915

## Properties
Total energy   -10819.0845 eV
Molar mass   103.08 g/mol
SMILES   C=C1CO1.O=NO
Relative energy (zero: lowest compared OMol25 entry of this formula, charge and spin)   152.3 kcal per mole
LUMO level   0.0449 eV

Results of the Löwdin charge analysis, in e, for atoms 1 through 6:
1. C 0.027
2. C -0.386
3. C -0.055
4. O 0.021
5. H 0.069
6. H 0.087

---

# C3H5NO3

2 unconnected molecules or ions with the total composition C3H5NO3 (ωB97M-V/def2-TZVPD, OMol25).

Cartesian coordinates (Å):
C: 1.006 -0.548 -1.631
C: 0.336 0.242 -0.546
O: -0.829 0.610 -0.494
N: 1.191 0.138 0.504
O: 2.375 0.267 0.561
H: 1.789 0.110 -1.985
H: 0.141 -0.734 -2.429
H: 1.477 -1.518 -1.260
C: -1.833 0.419 1.819
O: -1.200 -0.457 2.355
H: -2.118 1.338 2.259
H: -2.335 0.132 0.846

## Properties
Total energy   -10819.6100 eV
Molar mass   103.08 g/mol
SMILES   CC(=O)N=O.C=O
Relative energy (zero: lowest compared OMol25 entry of this formula, charge and spin)   140.2 kcal per mole
LUMO level (spin up / spin down)   -1.3487 / -1.5687 eV

Results of the Löwdin charge analysis, in e, for atoms 1 through 6:
1. C -0.007
2. C -0.499
3. O 0.057
4. N 0.040
5. O 0.100
6. H 0.080

---

# C3H5NO3

A molecular structure, C3H5NO3 (ωB97M-V/def2-TZVPD, OMol25).

Cartesian coordinates (Å):
N: 0.595 1.475 -0.600
C: -0.532 0.695 -0.334
O: -1.648 0.916 -0.746
C: -0.158 0.211 1.016
O: -0.593 -1.538 1.008
C: -0.077 -1.915 -0.130
O: 0.376 -1.131 -0.958
H: 1.454 1.025 -0.882
H: 0.371 2.372 -0.976
H: 0.881 0.010 1.231
H: -0.649 0.868 1.758
H: -0.019 -2.988 -0.385

## Properties
Total energy   -10822.7276 eV
Molar mass   103.08 g/mol
Relative energy (zero: lowest compared OMol25 entry of this formula, charge and spin)   68.3 kcal per mole
LUMO level   0.7351 eV

Results of the Löwdin charge analysis, in e, for atoms 1 through 6:
1. N 0.135
2. C -0.624
3. O 0.099
4. C 0.125
5. O 0.004
6. C -0.366

---

# C3H5NO3

C3H5NO3 in the gas phase (ωB97M-V/def2-TZVPD, OMol25).

Cartesian coordinates (Å):
C: -1.423 0.848 0.416
N: -0.172 1.322 -0.052
C: -0.273 -0.954 0.002
C: 0.555 0.160 -0.543
O: -1.342 -0.492 0.590
O: -0.031 -2.278 -0.133
O: 1.904 0.074 -0.140
H: -0.545 -2.764 0.529
H: 2.474 0.547 -0.759
H: 0.348 1.959 0.541
H: -1.924 1.370 1.213
H: 0.428 0.209 -1.663

## Properties
Total energy   -10820.6574 eV
Molar mass   103.08 g/mol
Relative energy (zero: lowest compared OMol25 entry of this formula, charge and spin)   116.0 kcal per mole
LUMO level (spin up / spin down)   0.6748 / 0.7301 eV

Results of the Löwdin charge analysis, in e, for atoms 1 through 6:
1. C -0.162
2. N 0.042
3. C -0.334
4. C -0.354
5. O 0.068
6. O 0.109